No. 1
106
Properties=species:S:1:pos:R:3:forces:R:3 method="wB97M-V/def2-TZVPD" molar_mass_da=728.68 multiplicity=1 total_energy_ha=-4852.7111
C 5.106561 -1.554086 -1.710313 -0.23 -0.25 0.09
O 5.657837 -0.657382 -0.742180 -0.27 0.11 -0.47
B 5.220693 0.649003 -0.768602 0.74 0.00 -0.12
O 5.972924 1.609393 -1.425284 -0.88 0.11 0.00
Si 3.546127 1.348375 0.101774 0.27 0.29 0.39
O 4.011623 2.393498 1.308627 -0.21 -0.29 -0.08
F 2.755120 0.134800 0.828012 -0.10 0.10 -0.15
C 2.433243 2.324762 -1.065720 0.21 -0.34 -0.09
C 1.364073 1.573178 -1.843904 -0.59 0.46 0.24
C 0.416078 0.727690 -1.001790 0.37 -0.46 -0.31
Br 2.244268 0.478945 -3.227940 -0.07 -0.04 -0.01
H 5.181950 -2.576508 -1.352373 0.11 0.07 0.17
H 5.641142 -1.496295 -2.665548 -0.03 0.20 0.06
H 4.046770 -1.334236 -1.875673 0.09 -0.07 -0.08
H 6.211061 1.337569 -2.316243 0.62 -0.18 0.04
H 3.308777 2.522410 1.955629 0.02 0.22 0.16
H 3.115448 2.779702 -1.794355 0.02 0.10 0.18
H 1.987274 3.157569 -0.508768 -0.14 -0.16 0.01
H 0.765065 2.288042 -2.411534 0.18 -0.11 -0.13
H 0.174569 1.269107 -0.084449 -0.11 -0.01 -0.07
H -0.485879 0.489520 -1.564548 -0.05 0.12 0.11
H 0.878281 -0.230866 -0.741440 -0.09 0.25 0.12
C -3.584488 -0.681282 -3.864282 0.00 0.12 -0.03
C -2.400689 -0.286499 -4.734876 -0.17 0.00 0.03
C -1.426889 -1.453260 -4.935644 0.03 0.17 -0.14
C -0.870838 -1.864141 -3.650174 0.04 -0.05 -0.04
N -0.477240 -2.134556 -2.607353 0.11 -0.12 0.17
H -3.251029 -0.968528 -2.868514 -0.04 -0.02 0.01
H -4.271294 0.156599 -3.746698 -0.01 -0.01 0.03
H -4.141070 -1.517386 -4.294115 0.02 -0.01 -0.02
H -1.874813 0.549266 -4.268816 0.05 0.00 -0.04
H -2.740875 0.059863 -5.712454 0.04 -0.06 -0.03
H -0.612139 -1.163358 -5.601271 0.08 -0.05 0.08
H -1.925529 -2.310468 -5.391925 -0.01 -0.03 0.06
C 1.085429 -3.210276 1.091210 -0.01 0.03 -0.04
C 1.215609 -4.721067 1.213744 -0.14 0.15 -0.06
C 2.654118 -5.159811 1.489844 -0.05 -0.18 0.08
C 3.564246 -4.843890 0.388709 0.00 0.03 0.16
N 4.277810 -4.594525 -0.474213 0.01 -0.09 -0.07
H 1.656084 -2.828766 0.242601 0.00 0.03 0.01
H 0.045650 -2.923585 0.939513 0.01 0.03 -0.04
H 1.447228 -2.710431 1.992120 0.01 0.01 -0.02
H 0.848034 -5.202389 0.304379 0.04 -0.03 0.00
H 0.590971 -5.080207 2.034142 0.04 -0.05 0.01
H 2.701882 -6.236330 1.664626 0.04 0.01 -0.02
H 3.023923 -4.671185 2.393410 0.06 0.03 -0.03
C -2.687343 -4.469004 -0.927425 -0.03 0.03 0.04
C -2.976293 -4.039631 0.506504 0.09 -0.12 -0.15
C -4.358760 -3.396079 0.671159 0.20 -0.08 0.18
C -4.467832 -2.148657 -0.081419 -0.15 -0.08 -0.08
N -4.556189 -1.185381 -0.698445 -0.01 0.13 0.11
H -2.667248 -3.613594 -1.603509 0.02 0.00 0.01
H -1.715934 -4.957710 -0.995476 0.01 0.02 -0.04
H -3.442526 -5.172465 -1.284453 0.00 -0.01 0.00
H -2.208010 -3.340212 0.842196 -0.06 0.03 0.03
H -2.928205 -4.907068 1.167946 -0.04 0.02 0.04
H -4.554922 -3.181922 1.723063 -0.03 0.06 -0.02
H -5.139597 -4.079349 0.332549 -0.01 0.04 -0.07
C 3.958342 -4.936540 -5.143374 -0.02 0.05 0.01
C 3.501875 -4.047562 -3.992776 0.11 -0.04 -0.12
C 2.462736 -4.721531 -3.093276 0.11 0.11 0.02
C 1.208602 -4.995040 -3.793183 -0.10 0.13 0.14
N 0.197395 -5.158463 -4.311342 -0.01 -0.10 -0.14
H 3.130491 -5.175234 -5.813064 -0.01 -0.02 0.02
H 4.728650 -4.437699 -5.731435 0.01 -0.01 -0.01
H 4.375752 -5.874156 -4.771236 0.00 0.00 0.00
H 3.091139 -3.114975 -4.384995 -0.05 0.02 0.04
H 4.358976 -3.781169 -3.371799 -0.05 -0.04 0.06
H 2.240488 -4.077539 -2.240262 -0.09 -0.03 -0.04
H 2.858005 -5.657462 -2.693298 -0.01 0.01 -0.02
C -6.361274 4.374450 -0.825232 -0.01 -0.04 -0.03
C -6.215363 2.857623 -0.792103 -0.07 0.19 -0.02
C -4.815274 2.400647 -0.371583 -0.21 -0.15 0.05
C -3.787822 2.788060 -1.337322 0.07 -0.03 0.09
N -2.980555 3.083144 -2.098880 0.02 0.00 -0.05
H -5.694130 4.820232 -1.564750 0.03 0.00 0.02
H -7.381596 4.657138 -1.084618 0.00 0.01 0.00
H -6.129933 4.810380 0.148439 0.00 0.00 0.00
H -6.454652 2.441485 -1.772365 0.03 -0.05 0.01
H -6.932593 2.437921 -0.085009 0.04 -0.05 0.01
H -4.794166 1.314631 -0.275210 0.09 -0.04 -0.06
H -4.563533 2.816698 0.606125 0.07 0.06 -0.04
C 3.512090 6.743100 3.144226 -0.03 0.01 0.03
C 3.169432 6.623224 4.624517 0.05 0.08 -0.17
C 3.292039 5.187372 5.146155 -0.01 0.20 0.14
C 2.330899 4.288677 4.509876 0.14 -0.11 -0.03
N 1.586532 3.582895 3.994268 0.03 -0.03 -0.09
H 2.819903 6.167047 2.528440 0.01 -0.03 0.00
H 3.456928 7.782470 2.822059 0.00 0.00 -0.01
H 4.522626 6.382604 2.945000 0.00 -0.01 -0.01
H 2.157139 6.991135 4.801446 -0.01 -0.03 0.05
H 3.842317 7.252900 5.208783 0.00 -0.04 0.05
H 3.126473 5.159437 6.224410 -0.04 -0.05 -0.01
H 4.298178 4.804025 4.967245 -0.02 -0.06 -0.05
C -1.608626 3.671606 4.984784 -0.13 0.06 0.05
C -2.137969 3.366913 6.380231 0.11 0.05 -0.13
C -3.253335 2.316282 6.372113 0.11 0.06 0.19
C -4.444680 2.777980 5.660161 0.00 -0.11 -0.04
N -5.375688 3.139099 5.094547 -0.02 0.05 -0.02
H -2.389880 4.102289 4.355667 -0.02 -0.03 0.00
H -0.788016 4.383820 5.030554 0.02 -0.01 -0.03
H -1.233119 2.770568 4.499138 0.03 0.01 -0.01
H -2.502164 4.283514 6.848219 -0.05 -0.03 0.03
H -1.325653 2.992478 7.006169 -0.04 -0.04 0.02
H -3.541709 2.061377 7.393265 -0.07 0.00 -0.02
H -2.899540 1.397257 5.901294 -0.03 0.01 -0.06

***

No. 2
132
Properties=species:S:1:pos:R:3:forces:R:3 method="wB97M-V/def2-TZVPD" molar_mass_da=2310.11 charge=-1 multiplicity=1 total_energy_ha=-50328.0327
N 2.576115 1.115080 -0.494048 0.05 0.56 0.47
C 2.557555 2.123850 -1.563850 0.28 -0.95 -0.31
C 1.587517 1.759559 -2.692691 0.27 0.54 -0.09
C 0.393360 2.689568 -2.850307 0.02 -0.16 0.50
C -0.618038 2.707665 -1.694470 0.25 -0.02 -0.50
C -1.909709 3.405948 -2.133753 0.34 0.42 -0.14
O -3.067634 2.669130 -1.924972 -0.35 -0.11 0.66
P -4.430309 3.623922 -2.391160 0.44 -0.42 -2.83
C -5.334218 2.041837 -2.898640 0.52 -0.07 0.74
C -5.035706 1.632510 -4.334145 -0.42 -0.35 0.33
C -5.495245 0.195692 -4.563678 0.10 0.29 0.11
F -6.060326 0.042827 -5.831932 -0.04 -0.11 -0.12
C -5.786487 4.807529 -3.028594 -0.13 -0.43 0.28
O -7.140555 4.410672 -2.649275 -0.67 0.45 -0.72
C -8.086685 4.534451 -3.589095 -0.17 -0.17 0.49
F -9.319117 4.578981 -2.999786 1.10 -0.10 -0.49
F -8.109882 3.471035 -4.457593 0.02 0.69 0.40
F -7.967999 5.652378 -4.356948 -0.09 -0.57 0.35
S -5.261159 3.669867 -0.250474 1.22 1.50 1.29
O -5.809454 4.993183 0.000419 -0.71 -0.34 -0.37
O -4.221911 3.309759 0.704570 -0.37 -0.81 -0.22
C -6.686545 2.538865 0.155521 -0.97 0.16 0.22
F -7.820025 3.087686 -0.359356 0.48 -0.37 0.27
F -6.595479 1.275113 -0.343768 0.07 0.30 0.10
C -6.900541 2.397118 1.701740 -0.47 -0.09 0.11
F -8.233771 2.140981 1.890648 0.51 0.10 0.05
F -6.619478 3.524231 2.383554 -0.04 -0.58 -0.48
C -6.130246 1.179353 2.347338 0.53 -0.02 0.80
F -5.752991 1.526619 3.615052 -0.29 -0.39 -1.02
F -5.025003 0.815425 1.675410 -1.04 0.11 0.64
F -6.963852 0.112903 2.468717 0.81 0.60 -0.29
O -3.588762 5.031295 -1.849211 -0.34 -0.34 0.70
C -2.216053 4.851160 -1.662463 0.69 -0.04 -0.53
P -1.548318 5.628336 -0.128583 -0.67 0.62 0.87
N -1.450711 4.424956 1.081672 0.87 0.01 -0.55
O 0.019917 5.818447 -0.724646 -0.02 -0.61 -0.30
H 1.888541 0.385897 -0.605402 -0.16 0.07 -0.15
H 2.409177 1.543037 0.405941 0.01 -0.13 0.13
H 3.562570 2.127812 -1.986763 0.16 0.21 -0.08
H 2.373734 3.133786 -1.205939 -0.20 0.10 0.27
H 2.135502 1.834733 -3.630514 0.09 -0.18 -0.18
H 1.297349 0.715856 -2.586450 -0.20 -0.15 -0.01
H 0.788274 3.702939 -2.924837 -0.04 0.19 -0.39
H -0.101082 2.419241 -3.778664 -0.23 0.13 -0.19
H -0.836034 1.679207 -1.423042 -0.21 -0.10 0.32
H -0.114112 3.231094 -0.887769 -0.15 -0.15 0.33
H -1.785619 3.547383 -3.210145 -0.16 -0.15 -0.39
H -3.850805 3.697688 -3.705523 0.06 0.33 0.09
H -6.400464 2.062433 -2.690887 -0.15 0.13 -0.18
H -4.911940 1.259711 -2.267017 -0.04 -0.02 0.23
H -3.967176 1.681926 -4.503819 0.19 0.27 -0.22
H -5.568965 2.276444 -5.026449 0.05 0.12 -0.26
H -6.232898 -0.087348 -3.818098 -0.32 -0.07 -0.07
H -4.664484 -0.502944 -4.494031 0.12 -0.11 -0.03
H -5.688759 4.735295 -4.106390 -0.04 -0.10 -0.21
H -5.611665 5.832696 -2.734697 -0.12 0.14 0.26
H -1.738289 5.512706 -2.397750 0.29 0.06 0.03
H -0.995431 4.823239 1.893740 -0.31 0.03 0.23
H -0.922133 3.593087 0.829105 -0.36 -0.12 0.04
H 0.601250 6.033496 0.012361 0.00 0.16 -0.12
Br 6.165454 -0.222017 0.313576 -0.02 -0.01 0.05
C 6.228630 -2.139058 -0.000645 0.17 0.13 0.07
C 5.994758 -2.483923 -1.446117 -0.25 -0.16 -0.07
Br 4.118183 -2.314634 -1.926252 0.04 0.01 -0.04
H 5.484955 -2.587134 0.650614 -0.02 -0.03 0.00
H 7.221153 -2.455587 0.313492 0.00 -0.05 -0.03
H 6.247155 -3.527300 -1.624270 0.02 -0.01 0.03
H 6.555627 -1.853041 -2.127173 0.04 0.05 0.04
Br 3.486895 1.692342 3.393453 -0.06 0.15 -0.03
C 3.301995 -0.114593 4.073428 0.19 0.09 0.07
C 3.287385 -1.124331 2.963967 -0.15 -0.22 -0.09
Br 1.583122 -1.135663 2.034915 -0.03 -0.01 -0.01
H 2.394584 -0.137747 4.668051 -0.02 -0.05 -0.01
H 4.161724 -0.267564 4.720783 0.03 -0.05 0.01
H 3.406264 -2.127749 3.369245 0.00 0.02 0.04
H 4.053222 -0.938580 2.217230 0.03 0.07 0.01
Br 10.674600 -2.544242 3.321492 -0.06 -0.01 -0.04
C 9.463273 -1.073342 2.920480 0.20 -0.03 0.05
C 8.507561 -0.808123 4.050353 -0.24 0.08 -0.08
Br 7.096707 -2.142246 4.130243 -0.02 -0.05 0.03
H 8.952516 -1.328489 1.998442 -0.05 0.04 -0.01
H 10.101660 -0.209385 2.754375 -0.02 0.03 0.01
H 7.997831 0.140156 3.893662 0.01 0.01 -0.04
H 8.991097 -0.806365 5.021018 0.06 -0.01 0.00
Br 3.154378 -6.507421 -2.113209 -0.11 0.07 0.04
C 2.291402 -6.532327 -3.861497 0.22 -0.11 0.00
C 2.270727 -5.166938 -4.491227 -0.19 0.16 -0.03
Br 0.931947 -4.021976 -3.677316 0.04 -0.01 0.06
H 1.295236 -6.938842 -3.715321 -0.04 0.04 -0.01
H 2.881603 -7.222469 -4.463093 0.01 0.02 -0.01
H 1.993897 -5.241890 -5.540284 0.01 -0.06 -0.01
H 3.221480 -4.650783 -4.402774 0.05 -0.03 0.03
Br -2.650146 -3.912236 3.969620 0.04 -0.04 -0.08
C -4.514764 -3.869951 4.507028 0.17 0.10 0.03
C -4.834253 -4.941357 5.513557 -0.17 -0.11 -0.06
Br -4.959987 -6.701306 4.689778 0.06 0.01 0.04
H -5.103680 -3.957460 3.600818 -0.05 -0.02 0.00
H -4.665729 -2.886430 4.944378 -0.04 0.01 0.03
H -5.809024 -4.761819 5.960792 -0.01 0.02 -0.02
H -4.084057 -5.015719 6.292952 0.04 0.03 0.00
Br 5.314275 6.894058 0.359761 0.03 -0.13 0.03
C 4.004483 8.196584 -0.225643 0.13 -0.02 -0.01
C 3.215164 8.757811 0.923996 -0.31 0.04 -0.05
Br 1.857761 7.525342 1.583155 0.22 0.08 0.19
H 3.376465 7.705208 -0.961396 -0.05 0.01 0.00
H 4.579345 8.984998 -0.705552 -0.04 0.05 0.01
H 2.659205 9.633594 0.597384 0.01 0.01 -0.02
H 3.836715 9.016105 1.774195 0.05 -0.02 0.00
Br 3.175219 -10.304945 -5.616185 0.06 -0.02 0.00
C 3.643931 -11.141724 -3.922342 -0.17 0.03 -0.10
C 3.892616 -10.117496 -2.849370 0.19 -0.01 0.09
Br 5.612302 -9.241211 -3.068551 0.00 -0.02 -0.06
H 4.508342 -11.768600 -4.111028 0.04 0.00 0.01
H 2.791442 -11.764578 -3.662048 -0.01 0.02 0.03
H 3.931601 -10.591577 -1.871473 -0.02 -0.04 -0.01
H 3.143860 -9.332532 -2.838172 -0.03 0.00 0.02
Br 4.285203 1.571420 7.269838 0.01 -0.03 0.01
C 2.377075 1.597159 7.640412 0.16 0.11 0.00
C 1.977482 0.498269 8.586379 -0.15 -0.13 -0.08
Br 1.942708 -1.234724 7.702047 0.05 0.01 0.04
H 1.872645 1.527767 6.681892 -0.04 0.00 -0.01
H 2.180659 2.571219 8.081469 -0.02 -0.01 0.03
H 0.964892 0.659985 8.948180 -0.01 0.03 -0.02
H 2.655150 0.406981 9.427974 0.03 0.03 0.01
Br -0.265669 -4.079311 0.250630 -0.05 0.00 0.02
C -0.524026 -5.952201 0.689963 0.11 0.19 0.01
C -0.410141 -6.827939 -0.528084 -0.15 -0.14 -0.02
Br -1.990672 -6.725264 -1.658584 0.06 0.03 -0.03
H -1.488256 -6.030616 1.182023 -0.03 -0.05 -0.02
H 0.264134 -6.194673 1.399423 0.02 -0.04 -0.01
H -0.330546 -7.873502 -0.237780 0.01 0.00 0.03
H 0.436456 -6.555411 -1.149246 0.02 0.04 0.03